Record 1
Molecular formula: C7H7NS
Method: DFT, the ωB97M-V functional and the def2-TZVPD basis

```
16
Properties=species:S:1:pos:R:3:forces:R:3:mulliken_charge:R:1
N -1.62817 2.45142 1.03446 1.7 -1.6 0.2 -0.5096
C -0.96291 1.49398 1.16610 -3.5 2.4 -0.1 0.3463
C -0.36661 0.23090 1.27727 4.7 0.2 -0.7 -0.3050
C -1.04101 -1.03504 0.69585 1.7 2.8 2.8 -0.4616
C -1.09774 -1.25595 -0.57172 1.1 2.1 -2.0 -0.3125
C -0.42593 -0.40429 -1.59199 -1.0 -1.0 0.3 -0.2665
C 0.55954 0.42807 -1.32783 1.8 0.3 -2.0 -0.1877
C 1.11743 0.82557 -0.04309 -1.0 -2.5 2.9 -0.6080
S 2.68227 -0.02380 0.68191 -1.6 -0.4 -0.9 -0.1914
H 0.27847 0.17870 2.26716 -1.6 -0.3 -2.1 0.3735
H -1.33437 -1.68651 1.46263 -0.9 -1.0 0.7 0.4153
H -1.63063 -2.04666 -0.94177 -1.1 -2.1 -0.8 0.4777
H -0.71526 -0.59511 -2.62037 0.1 0.1 0.1 0.3477
H 1.11959 0.87086 -2.20264 -0.7 -0.4 0.9 0.3016
H 1.27812 1.89933 -0.11960 0.0 0.0 1.1 0.4253
H 2.16718 -1.33148 0.83362 0.3 1.6 -0.4 0.1547
```
Forces are in eV/Å.

Properties
Molar mass, g/mol: 137.21
SMILES: N#C\C=C/C=C\C=C\S
E_LUMO, eV: -0.22
Electronic energy, a.u.: -723.73632
HOMO level, eV: -8.769
Multiplicity: 1
HOMO-LUMO gap, eV: 8.548

=====

Record 2
Molecular formula: C19H25F2O13P3S
Method: DFT, the ωB97M-V functional and the def2-TZVPD basis

```
63
Properties=species:S:1:pos:R:3:forces:R:3:mulliken_charge:R:1
C -3.63372 -0.17458 3.59145 -1.9 -1.0 0.4 -0.6897
P -2.65351 -0.15296 1.95347 1.4 -0.4 0.8 0.1866
C -3.19327 -1.53550 0.75235 -1.1 -1.7 -0.1 -0.9115
C -2.59715 1.57015 1.13588 0.1 -0.1 -1.5 0.2685
C -3.63258 2.75085 1.60333 1.3 1.4 0.2 -0.5173
O -4.96845 2.29050 2.01012 0.1 -0.7 -3.3 -0.3841
C -5.75493 1.77223 0.88088 -2.2 -2.2 -3.1 0.5933
C -5.87528 2.54286 -0.57901 -1.3 -2.5 0.4 -0.2503
C -6.71622 1.93109 -1.84681 0.2 -2.4 3.6 -0.3999
C -7.47488 0.48002 -1.68809 2.3 1.8 3.6 -0.3765
C -7.36680 -0.26781 -0.22838 1.6 3.0 -0.6 -0.3271
C -6.53013 0.33255 1.04928 -0.2 2.0 -3.7 -0.3205
O -2.81412 1.23965 -0.31202 1.0 2.6 -1.6 -0.3416
C -2.14172 2.23756 -1.17929 0.2 0.0 -3.4 0.5457
O -2.25350 2.39696 -2.50291 0.6 -1.0 10.0 -0.5502
O -1.26720 2.97342 -0.20990 -1.0 -2.6 -1.9 -0.2668
C -1.00956 2.06501 0.95667 -1.4 0.1 -0.7 0.6687
C 0.13794 0.92711 0.68333 0.6 0.0 1.2 -0.9214
P 1.48067 1.44690 -0.59816 0.0 0.8 -5.8 0.8613
O 0.91469 1.72137 -2.05200 1.5 -1.0 5.6 -0.6705
O 2.53593 0.02692 -0.76136 -3.1 1.2 1.0 -0.3795
O 2.47205 2.78488 -0.08937 -0.3 -4.4 -0.1 -0.4877
P -0.26835 3.25768 2.25032 1.2 2.6 -0.9 0.1059
S 0.34679 4.90640 1.33380 -0.5 -0.8 0.7 -0.3529
H -4.77683 -0.45158 3.39418 2.4 0.8 0.5 0.1095
H -3.20947 -1.08180 4.22959 -0.7 2.1 -1.4 0.3589
H -3.59648 0.81974 4.20959 0.1 -1.9 -1.4 0.2869
H -2.60812 -2.51852 1.09166 -1.1 2.3 -0.6 0.3477
H -4.34686 -1.81140 0.85754 2.4 0.8 -0.5 0.2659
H -2.90927 -1.36771 -0.36999 -0.6 0.1 2.3 0.2841
H -3.17712 3.31688 2.55073 -1.2 -1.4 -1.9 0.1587
H -3.64942 3.57942 0.74548 -0.2 -1.9 1.8 0.1659
H -5.30111 3.58234 -0.70237 -1.5 -2.6 0.2 0.2261
H -6.75522 2.49346 -2.88434 0.2 -1.2 2.5 0.2850
H -8.07048 -0.02524 -2.58160 1.5 1.3 2.2 0.2956
H -7.89297 -1.31198 -0.09121 1.2 2.4 -0.3 0.2744
H -6.51780 -0.30373 2.03952 0.0 1.6 -2.2 0.2944
H -0.26295 -0.11436 0.33167 0.6 2.1 0.6 0.3615
H 0.71856 0.78314 1.71451 -1.3 0.0 -2.2 0.3729
H 1.88767 -0.74189 -0.94667 1.5 1.7 0.3 0.2771
H 3.38132 2.38011 0.07256 -1.3 0.8 -0.2 0.3211
H -1.16150 3.64763 3.31085 0.3 -1.1 -0.4 0.1282
H 0.92090 2.69823 2.85839 -1.3 -0.4 -0.1 0.1064
O 4.17677 -6.50240 -1.90008 -0.5 2.8 0.9 -0.5430
C 3.96438 -5.36406 -1.51677 0.8 -3.1 -1.4 0.5403
O 4.80299 -4.30802 -1.74696 -0.5 -1.0 0.2 -0.2967
C 4.13924 -3.15801 -1.26234 0.7 1.2 -0.1 -0.1595
C 3.19147 -3.72860 -0.26341 -0.4 0.1 0.2 0.4087
F 2.06050 -2.99107 -0.19558 -0.4 0.2 0.2 -0.2757
O 2.86694 -4.99076 -0.80056 0.8 0.0 -0.1 -0.2842
H 3.62937 -2.65669 -2.09186 -0.2 -0.1 0.2 0.2340
H 4.84726 -2.45764 -0.81114 0.0 -0.2 -0.2 0.1042
H 3.61632 -3.85299 0.73837 -0.2 0.1 0.0 0.2854
O 6.72126 -0.29929 0.47579 1.5 -0.8 -2.3 -0.5303
C 7.39403 -0.63742 -0.48385 -1.8 1.0 2.3 0.6244
O 6.88084 -1.19862 -1.62102 0.2 0.3 1.0 -0.2577
C 7.95782 -1.31757 -2.52872 -0.3 -0.5 -1.3 -0.4108
C 9.14256 -1.33373 -1.62438 0.9 0.2 -0.2 0.3067
F 10.21467 -0.76916 -2.22397 0.2 -0.1 0.0 -0.2835
O 8.74895 -0.50941 -0.55086 -0.9 -0.5 0.0 -0.3004
H 7.95570 -0.45918 -3.20884 0.2 0.0 0.2 0.2599
H 7.87313 -2.23354 -3.11966 -0.2 0.1 0.2 0.2821
H 9.40626 -2.32780 -1.24782 0.1 0.1 -0.1 0.2932
```
Forces are in eV/Å.

Properties
Molar mass, g/mol: 624.38
SMILES: CP(C)[C@]1(COc2ccccc2)OC(=O)O[C@@]1(CP(=O)(O)O)[PH2]=S.O=C1OC[C@@H](F)O1.O=C1OC[C@@H](F)O1
E_LUMO, eV: 0.01
Electronic energy, a.u.: -3338.67675
HOMO level, eV: -8.416
Multiplicity: 1
HOMO-LUMO gap, eV: 8.423

=====

Record 3
Molecular formula: C15H32ClNO8S
Method: DFT, the ωB97M-V functional and the def2-TZVPD basis

```
58
Properties=species:S:1:pos:R:3:forces:R:3:mulliken_charge:R:1
C 3.26849 -2.09724 3.55069 0.2 0.5 0.0 -1.5860
C 3.59300 -1.18076 2.37121 -0.8 -0.4 0.8 1.0006
O 4.46699 -1.86552 1.50598 -0.1 0.3 -0.2 -0.4023
C 4.53426 -1.30154 0.21527 0.2 -0.1 -0.4 -0.5175
C 4.24629 -2.31950 -0.87671 0.7 0.5 0.0 -0.5735
O 2.88377 -2.44401 -1.24237 0.5 0.0 -1.1 -0.4352
O 2.09882 -2.15128 -0.12593 -0.7 -0.9 1.6 0.2719
C 0.84636 -1.77706 -0.56147 0.8 -1.6 2.1 0.1830
O 0.72520 -1.21124 -1.55226 -0.8 2.6 -4.3 -0.4433
N -0.20532 -2.16169 0.26166 1.1 -0.1 2.1 0.1161
C 0.19460 -3.25552 1.17737 0.0 -0.7 -0.1 -0.2088
C 0.38924 -4.60380 0.47076 -0.8 -0.2 0.2 -1.1614
C -0.58572 -4.81324 -0.68564 0.8 0.0 -0.1 -0.2821
Cl -0.01964 -6.23299 -1.64459 -0.4 0.0 0.1 -0.2348
C -0.66484 -1.04173 1.12268 -1.2 0.3 -0.1 -0.5235
C -0.95870 0.25611 0.37492 0.8 -0.2 -0.1 -0.9885
C 0.20099 1.25385 0.36198 -0.4 0.1 -0.4 0.0178
O -0.24355 2.45575 0.96683 0.2 0.1 0.2 -0.4200
C 0.77481 3.42086 0.92071 0.1 0.1 0.0 -0.8549
H 4.06144 -1.99672 4.28914 0.0 -0.4 0.1 0.3774
H 2.33591 -1.81354 4.03810 0.0 0.2 0.0 0.3578
H 3.15392 -3.12237 3.21128 0.2 -0.1 0.0 0.3491
H 2.64514 -0.94306 1.88210 0.1 0.1 -0.4 -0.6482
H 4.01030 -0.24580 2.76001 0.2 0.1 -0.2 0.4012
H 3.85441 -0.45802 0.09895 -0.2 0.0 0.1 0.2620
H 5.52969 -0.89692 0.01190 0.2 -0.1 0.2 0.4530
H 4.75845 -1.95716 -1.76877 -0.3 0.0 -0.3 0.3384
H 4.69698 -3.28876 -0.66050 -0.2 -0.1 0.4 0.3228
H 1.11153 -3.02921 1.72821 -0.1 0.2 0.0 -0.1858
H -0.58665 -3.36548 1.92391 -0.3 0.1 -0.1 0.7980
H 0.12926 -5.37232 1.19877 0.3 -0.1 0.1 0.5506
H 1.41129 -4.80701 0.16685 0.1 0.3 -0.2 0.3235
H -1.58766 -4.98281 -0.31322 -0.2 -0.2 -0.1 0.3766
H -0.59633 -3.98039 -1.37696 0.0 0.1 -0.1 0.1700
H 0.00219 -0.87985 1.97767 0.3 0.0 -0.1 0.2341
H -1.60373 -1.37289 1.56394 0.0 -0.2 0.0 0.4161
H -1.18646 0.00619 -0.65466 -0.3 0.0 -0.1 0.3770
H -1.81977 0.75682 0.80288 -0.1 0.0 0.1 0.4170
H 1.10279 0.89323 0.87884 -0.1 -0.1 0.1 0.0237
H 0.48761 1.47016 -0.67233 0.1 0.0 0.0 0.3356
H 1.03894 3.67241 -0.11163 0.0 0.0 -0.1 0.3471
H 1.67642 3.06580 1.43058 0.1 0.0 0.0 0.3372
H 0.43403 4.32299 1.41914 -0.1 0.1 0.1 0.2750
C -5.60862 2.81326 -3.14923 0.2 -0.2 0.2 -0.9726
C -4.94788 4.17605 -3.22606 -0.3 -0.3 -0.5 -0.3541
O -4.37267 4.57252 -1.96841 0.2 0.1 0.2 -0.2789
S -2.98408 3.91313 -1.54084 -0.3 0.4 0.3 1.2648
C -2.61157 5.01060 -0.21722 0.0 0.1 0.0 -0.5545
O -2.03880 4.10786 -2.59629 0.1 -0.3 -0.1 -0.6932
O -3.23590 2.61291 -1.00506 0.1 -0.2 -0.2 -0.5723
H -4.87141 2.02584 -2.99494 0.0 0.0 0.0 0.2874
H -6.14472 2.59989 -4.07455 0.0 0.1 0.0 0.3855
H -6.30834 2.77213 -2.31413 0.0 0.1 -0.1 0.2603
H -4.19086 4.20675 -4.01175 0.1 0.0 0.1 0.3292
H -5.69372 4.93247 -3.46529 0.1 0.1 0.2 0.2712
H -2.46160 6.00922 -0.61931 0.0 0.0 0.0 0.3498
H -1.70059 4.64787 0.25434 0.0 -0.1 -0.1 -0.0108
H -3.43397 4.99479 0.49346 0.0 0.0 0.0 0.3215
```
Forces are in eV/Å.

Properties
Molar mass, g/mol: 421.94
SMILES: CCOCCOOC(=O)N(CCCCl)CCCOC.CCOS(C)(=O)=O
E_LUMO, eV: 0.68
Electronic energy, a.u.: -2105.63105
HOMO level, eV: -9.899
Multiplicity: 1
HOMO-LUMO gap, eV: 10.574